No. 1
Computed, not measured: an isolated ion of composition C4H13N5 and charge +2, with the ωB97M-V functional and the def2-TZVPD basis.

Calculated values
* charge: +2
* E_LUMO: -8.57 eV
* SMILES string: NCNC(=[NH2+])/C=N/C[NH3+]

XYZ file:
```
22
C4H13N5 the ωB97M-V functional and the def2-TZVPD basis
C 0.92 -1.50 -0.16
H -3.17 -0.19 -0.51
N -2.38 -0.36 0.10
N 3.20 -0.78 0.18
C -1.56 -1.60 -0.10
H -1.57 -2.17 -1.14
H -1.73 -2.33 0.58
C 0.57 1.58 -0.59
N -0.26 -1.13 -0.05
N 1.66 0.89 0.00
H 2.30 1.58 0.33
H 3.58 -1.71 0.13
H -1.60 0.40 -0.01
H -1.11 2.48 0.15
H -0.20 1.81 1.39
H 0.88 2.49 -1.03
H 4.03 -0.21 0.21
C 1.93 -0.44 -0.01
N -0.46 1.74 0.43
H 1.15 -2.59 -0.40
H -2.80 -0.41 1.02
H 0.32 1.18 -1.56
```

No. 2
Computed, not measured: C4H13N5O as an isolated structure, with the ωB97M-V functional and the def2-TZVPD basis.

Calculated values
* charge: 0
* E_LUMO: 0.69 eV

XYZ file:
```
23
C4H13N5O the ωB97M-V functional and the def2-TZVPD basis
N 2.09 -0.76 0.06
C 0.19 0.48 0.95
H 2.75 -1.10 -0.62
C 1.16 0.18 -0.22
C -1.21 0.10 0.27
C -1.92 1.29 -0.35
O -1.91 -0.74 0.93
H 0.25 1.54 1.22
H 2.13 1.02 -1.82
H -1.28 -2.25 -0.49
N 0.43 -0.40 2.08
H -2.92 1.02 -0.67
N -0.30 -0.66 -1.07
H 0.91 2.01 -1.11
H -2.00 2.10 0.38
N 1.56 1.24 -1.01
N -0.41 -2.07 -1.02
H -0.47 -0.89 2.22
H 0.65 0.12 2.93
H -1.42 1.71 -1.23
H -0.65 -0.34 -1.98
H 0.34 -2.42 -0.43
H 2.00 -1.18 0.98
```

No. 3
Computed, not measured: a 2-piece molecular cluster, C4H13N6O3 overall, with the ωB97M-V functional and the def2-TZVPD basis.

Calculated values
* charge: +1
* E_LUMO (alpha / beta): -3.83 / -4.39 eV

XYZ file:
```
26
C4H13N6O3 the ωB97M-V functional and the def2-TZVPD basis
C 1.10 0.65 -0.57
N 2.87 2.14 -0.03
H 1.59 0.46 -1.47
O -0.52 0.40 1.42
N 0.00 -0.24 -0.30
H -2.98 -1.39 -1.59
C -2.05 -1.41 -0.96
H 2.98 3.17 -0.46
O 2.48 -1.02 -0.23
N 0.30 -1.47 0.13
C 1.60 1.57 0.31
H 3.45 2.27 0.77
H -1.71 -1.65 0.99
N -2.53 -1.50 0.48
H -3.23 -2.34 0.58
H 3.39 1.76 -0.82
N -1.68 0.98 1.64
C -1.21 -0.15 -1.20
H -1.36 -2.35 -1.21
O 1.85 -2.83 0.73
N 1.57 -1.83 0.23
H -1.65 2.03 1.77
H -2.48 0.39 1.53
H -0.94 -0.03 -2.24
H -1.89 0.62 -0.74
H 1.05 1.76 1.23
```

No. 4
Computed, not measured: a 2-piece molecular cluster, C4H13NO overall, with the ωB97M-V functional and the def2-TZVPD basis.

Calculated values
* charge: 0
* E_LUMO: 0.76 eV
* SMILES string: CCCCN.O

XYZ file:
```
19
C4H13NO the ωB97M-V functional and the def2-TZVPD basis
H -0.70 -2.07 0.23
H -1.86 -0.31 -3.20
O 2.06 2.91 2.16
C 0.06 -1.32 0.49
C -0.32 -0.68 1.79
H 0.53 -0.40 2.31
H 1.17 0.44 -0.58
H 1.00 -0.98 -1.41
H 1.05 -1.93 0.56
H -1.83 0.24 -0.74
C 0.36 -0.38 -0.67
C -0.90 0.23 -1.44
H -0.67 1.14 -2.04
H 2.12 3.89 1.98
H -0.80 -1.31 2.42
N -1.25 -0.86 -2.54
H -1.74 -1.58 -2.19
H -0.92 0.22 1.41
H 2.66 2.74 1.44
```

No. 5
Computed, not measured: a 2-piece molecular cluster, C4H13NO overall, with the ωB97M-V functional and the def2-TZVPD basis.

Calculated values
* charge: 0
* E_LUMO: 1.02 eV
* SMILES string: CC[C@H](C)N.O

XYZ file:
```
19
C4H13NO the ωB97M-V functional and the def2-TZVPD basis
H 0.47 -2.10 -0.54
H 2.35 0.65 0.11
C 1.71 1.17 0.82
C -1.85 -0.11 0.08
H -0.81 1.71 -0.27
H -1.68 -1.17 0.25
H 0.83 0.80 -1.60
H 1.56 2.16 0.48
H 0.51 -0.58 1.24
H -0.16 0.84 1.90
H 2.30 1.30 1.74
H 0.26 -3.41 -1.29
N 0.10 0.13 -1.39
H -0.52 0.17 -2.19
H -2.59 -0.02 -0.72
C -0.56 0.64 -0.17
C 0.38 0.49 1.02
H -2.33 0.25 1.00
O 0.04 -2.96 -0.47
```

No. 6
Computed, not measured: a 2-piece molecular cluster, C4H13NO overall, with the ωB97M-V functional and the def2-TZVPD basis.

Calculated values
* charge: 0
* E_LUMO: 0.96 eV
* SMILES string: CCCCN.O

XYZ file:
```
19
C4H13NO the ωB97M-V functional and the def2-TZVPD basis
H 0.17 2.37 -0.31
C 1.33 0.04 -0.41
C -1.15 -0.28 0.25
H 0.33 -1.67 0.56
H -1.70 0.23 -0.54
O -1.50 -1.75 3.37
H 1.41 0.55 0.54
C 1.18 1.03 -1.54
H -1.83 -1.13 0.47
H -0.07 -1.53 -1.10
C 0.17 -0.93 -0.24
H -2.03 -2.43 2.94
H -1.09 -1.25 2.66
H 2.28 -0.49 -0.48
H 0.31 2.82 -1.92
N 0.14 2.06 -1.28
H 2.15 1.52 -1.67
H -1.00 0.28 1.17
H 0.90 0.55 -2.46
```

No. 7
Computed, not measured: a 2-piece molecular cluster, C4H13NO overall, with the ωB97M-V functional and the def2-TZVPD basis.

Calculated values
* charge: 0
* E_LUMO: 0.71 eV
* SMILES string: CCNCC.O

XYZ file:
```
19
C4H13NO the ωB97M-V functional and the def2-TZVPD basis
H 1.22 1.21 -1.18
H 1.33 -0.65 0.39
H -0.90 0.57 -0.36
H -0.10 -1.42 -0.21
H -1.70 -4.11 -2.33
C 0.30 3.00 -0.32
C 0.01 -1.29 1.95
H 1.15 3.66 -0.14
C 0.26 -0.72 0.56
H 0.07 3.20 -1.37
H -1.07 -1.42 2.02
H 1.77 1.47 0.39
C 0.84 1.55 -0.19
H -0.49 3.05 0.42
H 0.52 -2.25 2.00
O -1.95 -3.24 -2.02
N -0.19 0.70 0.36
H 0.37 -0.57 2.68
H -1.44 -2.72 -2.63
```

No. 8
Computed, not measured: a 2-piece molecular cluster, C4H13NO overall, with the ωB97M-V functional and the def2-TZVPD basis.

Calculated values
* charge: 0
* E_LUMO: 0.77 eV
* SMILES string: CCOCC.N

XYZ file:
```
19
C4H13NO the ωB97M-V functional and the def2-TZVPD basis
H 2.38 2.95 1.86
H 3.46 4.20 1.71
C 0.36 -0.37 -1.09
H -0.01 1.71 -1.34
H -0.89 -2.00 1.56
H 0.99 -0.11 -0.25
H -2.65 -1.44 1.45
H -1.86 -2.77 -0.55
H -1.25 -0.36 1.18
H 1.07 -0.58 -1.88
C -1.63 -1.37 1.07
H -2.22 -1.09 -0.99
H -0.80 0.78 -2.54
C -1.57 -1.73 -0.41
C -0.55 0.78 -1.49
N 3.13 3.45 2.30
H -1.47 0.81 -0.90
H 3.91 2.82 2.42
O -0.25 -1.65 -0.90
```

How do the records compare in energy relative to the best compared isomer or geometry (same formula, charge and spin)? In the order shown, they have 67.3, 256.7, 251.1, 204.9, 1.3, 55.0, 102.3, 91.1 kJ/mol.
How do the records compare in maximum force? In the order shown, they have 0.0935, 0.0238, 0.1116, 0.1256, 0.0281, 0.0317, 0.0449, 0.0228 hartree/bohr.
How do the records compare in energy? In the order shown, they have -11791.408, -13855.108, -19424.144, -7894.538, -7896.648, -7896.090, -7895.600, -7895.717 eV.